1.
Molecular formula: C6H11N2O2S
Method: DFT, ωB97M-V with the def2-TZVPD basis set

## Properties
* charge: +1
* relative energy (zero: lowest compared OMol25 entry of this formula, charge and spin): 533.2 kJ/mol
* orbital gap (alpha / beta): 7.915 / 7.915 eV
* energy: -892.91147 a.u.

```
22
C6H11N2O2S | the Open Molecules 2025 dataset | ωB97M-V with the def2-TZVPD basis set
C 0.70 -1.86 0.26
C 1.65 -0.73 0.60
C -0.93 -0.44 -0.86
C -1.35 -2.59 -0.78
C 2.01 1.67 0.35
C -2.11 2.01 -0.53
N -0.38 -1.58 -0.37
N 1.37 0.40 0.11
O -3.35 -0.40 -0.36
O -1.89 0.28 1.54
S -2.17 0.34 0.15
H 1.01 -2.88 0.50
H 2.33 -0.83 1.40
H -2.14 -2.30 -0.11
H -1.83 -2.62 -1.81
H -1.02 -3.57 -0.56
H 2.92 1.63 0.84
H 2.05 2.14 -0.71
H 1.38 2.18 0.98
H -2.85 2.07 -1.33
H -2.41 2.74 0.19
H -0.99 2.05 -0.93
```

***

2.
Molecular formula: C3H6N2
Method: DFT, ωB97M-V with the def2-TZVPD basis set

## Properties
* relative energy (zero: lowest compared OMol25 entry of this formula, charge and spin): 572.3 kJ/mol
* orbital gap: 9.040 eV
* energy: -227.20685 a.u.

```
11
C3H6N2 | the Open Molecules 2025 dataset | ωB97M-V with the def2-TZVPD basis set
C 0.51 0.14 0.30
C 0.66 0.15 1.60
C 0.82 -0.26 -1.01
N -0.25 0.62 -0.74
N -1.59 0.41 -0.91
H -0.14 0.45 2.20
H 1.27 -0.51 2.20
H 2.04 0.00 -1.92
H 0.66 -1.27 -1.21
H -2.13 -0.26 -0.15
H -1.88 0.10 -1.81
```

***

3.
Molecular formula: C4H5NO2
Method: DFT, ωB97M-V with the def2-TZVPD basis set

## Properties
* relative energy (zero: lowest compared OMol25 entry of this formula, charge and spin): 695.4 kJ/mol
* orbital gap: 9.254 eV
* energy: -360.40454 a.u.

```
12
C4H5NO2 | the Open Molecules 2025 dataset | ωB97M-V with the def2-TZVPD basis set
C 0.60 1.07 0.71
C 0.28 0.81 -0.86
C 0.08 -0.04 1.40
C -0.48 -1.16 0.48
N -0.30 -0.52 -0.94
O 1.06 -0.26 -1.32
O -0.09 1.77 -1.67
H 0.51 -0.33 2.35
H -0.66 0.71 1.33
H 0.10 -2.08 0.42
H -1.51 -1.52 0.57
H 0.40 1.55 -2.46
```

***

4.
Molecular formula: C3H11N4
Method: DFT, ωB97M-V with the def2-TZVPD basis set

## Properties
* charge: +1
* relative energy (zero: lowest compared OMol25 entry of this formula, charge and spin): 257.4 kJ/mol
* orbital gap: 10.163 eV
* energy: -339.62165 a.u.

```
18
C3H11N4 | the Open Molecules 2025 dataset | ωB97M-V with the def2-TZVPD basis set
C 2.04 -0.05 0.36
C -1.35 1.75 0.27
C -0.85 -1.77 -0.50
N 2.12 0.44 -0.86
N 0.92 -0.43 0.85
N -1.47 0.31 0.21
N -0.55 -0.38 -0.35
H 2.96 -0.11 0.93
H -0.39 2.04 0.68
H -1.44 2.17 -0.74
H -2.14 2.15 0.89
H -1.31 -2.21 0.39
H -1.56 -1.86 -1.33
H 0.05 -2.31 -0.76
H 2.99 0.74 -1.27
H 0.86 -0.84 1.77
H -2.14 -0.12 0.85
H 1.27 0.48 -1.41
```